1.
# H16Mg3O28S5

A structure of composition H16Mg3O28S5 in a non-equilibrium geometry (ωB97M-V with the def2-TZVPD basis set, the OMol25 dataset).

Structure (XYZ):
```
52
Properties=species:S:1:pos:R:3:forces:R:3:mulliken_spin:R:1
Mg 2.854 -1.479 0.303 0.0 0.2 0.7 0.000
Mg -1.455 0.153 2.612 -0.3 0.4 1.3 0.000
Mg -1.053 2.548 -1.305 0.7 0.5 1.1 0.001
S 0.009 -0.237 -0.237 -3.7 2.9 2.6 0.001
O -1.051 -0.890 -1.016 0.1 -0.3 0.1 0.000
O 0.101 1.171 -0.694 1.2 -1.7 0.1 0.001
O -0.385 -0.226 1.189 2.1 -1.2 -3.0 0.000
O 1.252 -0.907 -0.397 1.6 -0.7 -1.0 0.000
S 3.317 -3.878 -1.824 2.6 -6.2 -2.2 0.000
O 2.399 -4.909 -1.334 -0.5 0.9 0.3 0.000
O 4.706 -4.409 -1.639 -0.3 1.6 1.3 0.000
O 3.198 -3.660 -3.249 -1.1 1.4 -1.0 0.000
O 3.050 -2.602 -1.104 0.5 2.1 1.4 0.000
S -2.084 2.450 1.753 -0.1 1.9 1.1 0.001
O -2.748 1.177 1.545 -3.2 -2.6 -1.3 0.000
O -1.542 2.907 0.483 0.5 1.1 -1.0 0.001
O -2.965 3.466 2.258 -0.5 0.6 0.6 0.000
O -1.032 2.011 2.677 1.5 2.0 0.9 0.000
S 0.246 -1.020 5.121 0.6 0.2 1.9 0.000
O -0.346 -0.503 3.865 0.6 1.3 -1.1 0.000
O 1.653 -0.638 5.267 1.0 0.4 -1.1 0.000
O -0.483 -0.502 6.250 -1.4 1.1 1.3 0.000
O 0.054 -2.425 5.003 0.2 -3.7 -0.1 0.000
S 1.370 4.855 -1.131 0.9 1.7 0.6 -0.093
O 0.228 3.991 -1.287 -1.7 0.1 -1.0 -0.016
O 2.549 4.155 -1.621 1.2 0.1 -0.1 0.434
O 1.297 6.135 -1.861 -0.6 -0.7 0.2 0.260
O 1.582 5.136 0.302 0.3 0.0 -0.2 0.410
O 0.207 -3.542 -0.230 -0.3 -0.5 0.4 0.000
H 0.639 -2.866 -0.752 0.3 -0.1 -0.4 0.000
H -0.507 -3.083 0.214 -0.2 0.2 0.1 0.000
O -2.488 1.268 -1.459 -1.7 0.4 -1.0 0.000
H -3.393 1.156 -1.749 0.0 0.3 -0.1 0.000
H -2.252 0.422 -1.077 0.7 -0.7 0.3 0.000
O 2.375 0.006 1.896 1.1 -0.9 -1.2 0.000
H 1.625 -0.447 2.280 -1.2 0.0 0.8 0.000
H 2.680 0.594 2.587 0.2 0.1 0.4 0.000
O -0.321 2.114 -3.118 -0.4 0.4 -1.2 -0.001
H -0.172 2.882 -3.669 0.3 0.4 -0.1 0.000
H 0.133 1.403 -3.570 0.1 -0.6 0.3 0.000
O -0.517 -1.964 -3.316 -0.1 -0.1 -1.0 0.000
H -0.653 -1.776 -2.387 -0.1 0.2 0.4 0.000
H -0.514 -2.920 -3.370 0.3 -0.3 -0.1 0.000
O -3.609 -1.531 -1.272 -1.1 -0.2 -0.2 0.000
H -4.046 -0.780 -0.870 -0.2 0.0 0.3 0.000
H -2.675 -1.359 -1.149 0.7 -0.2 0.1 0.000
O 2.508 1.571 -1.903 0.9 -0.2 -0.5 0.001
H 1.652 1.423 -1.502 -0.5 0.1 0.4 0.000
H 2.901 0.700 -1.959 0.0 -0.3 -0.2 0.000
O -2.527 -1.429 2.272 -1.2 -1.1 -0.1 0.000
H -3.484 -1.444 2.299 -0.2 0.2 0.0 0.000
H -2.285 -2.266 1.875 0.5 -0.2 0.1 0.000
```
Forces are in eV/Å.

As for the total energy: -4707.99155 Eh. For the HOMO-LUMO gap (spin up / spin down), the calculation gives 5.0 / 3.4 eV. As for the largest force on an atom: 7.05 eV/Å. Its charge is -3. The expectation value of S² is 0.76. As for the multiplicity: 2.

***

2.
# H16NO10S

A cluster of 8 separate species, H16NO10S in total in a non-equilibrium geometry (ωB97M-V with the def2-TZVPD basis set, the OMol25 dataset).

Structure (XYZ):
```
28
Properties=species:S:1:pos:R:3:forces:R:3:mulliken_charge:R:1
N -0.009 -0.280 -0.309 0.4 0.4 0.0 0.065
H 0.381 0.563 0.089 0.1 0.1 0.5 0.221
H 0.207 -0.270 -1.295 -0.2 -0.5 -0.1 0.378
H -1.000 -0.230 -0.122 -2.7 0.5 0.1 0.125
H 0.271 -1.079 0.242 0.7 -0.2 -0.1 0.412
S -2.985 0.750 1.534 -3.4 0.2 1.8 1.144
O -2.706 0.164 0.221 1.5 -0.9 -2.2 -0.840
O -4.253 0.187 2.049 0.4 -0.8 0.2 -0.802
O -1.861 0.527 2.438 1.6 -0.7 0.6 -0.715
O -3.241 2.190 1.420 1.0 1.8 -0.9 -0.860
O -0.608 3.138 1.287 1.7 0.6 0.0 -0.603
H -1.442 2.715 1.082 -1.8 -0.6 0.4 0.373
H -0.241 3.370 0.434 0.0 0.2 -0.2 0.259
O 2.961 -0.900 -1.190 0.1 -0.3 -0.6 -0.585
H 3.860 -1.058 -1.478 0.2 -0.2 -0.1 0.289
H 3.047 -0.296 -0.453 -0.4 0.3 0.6 0.347
O 0.464 -0.310 -3.104 0.0 0.0 -0.3 -0.650
H 0.261 -0.120 -4.019 -0.3 0.2 -0.2 0.280
H 1.362 -0.642 -3.121 0.4 -0.2 0.2 0.282
O 2.161 1.046 0.710 0.7 -0.2 -0.2 -0.597
H 2.335 1.162 1.644 -0.3 0.1 0.4 0.246
H 2.737 1.678 0.278 0.0 0.5 -0.1 0.276
O -1.706 -2.502 -1.318 0.4 -0.2 0.1 -0.533
H -1.558 -2.115 -2.180 0.0 0.3 -0.2 0.287
H -2.106 -3.352 -1.502 -0.2 -0.2 0.1 0.257
O 1.090 -1.475 1.854 0.4 -0.4 0.2 -0.604
H 1.987 -1.305 2.141 0.2 0.0 0.0 0.235
H 0.590 -1.556 2.667 -0.6 0.2 0.2 0.312
```
Forces are in eV/Å.

As for the total energy: -1214.96223 Eh. For the HOMO-LUMO gap, the calculation gives 4.0 eV. As for the largest force on an atom: 3.82 eV/Å. Its charge is -1. The energy above the lowest of the compared OMol25 structures with the same formula, charge and spin comes out at 33.62 kcal per mole.

***

3.
# H16NaO8

A structure of composition H16NaO8 in a non-equilibrium geometry (ωB97M-V with the def2-TZVPD basis set, the OMol25 dataset).

Structure (XYZ):
```
25
Properties=species:S:1:pos:R:3:forces:R:3:mulliken_charge:R:1
Na 0.034 0.053 -0.009 -0.4 0.4 -0.2 0.802
O -0.266 2.241 -0.401 1.4 1.5 -0.4 -0.591
H 0.527 2.837 -0.558 -1.4 -1.2 0.0 0.284
H -0.853 2.787 0.129 -0.1 0.1 0.1 0.304
O 1.283 -0.370 -1.793 -0.8 -0.6 -0.3 -0.585
H 1.362 -1.319 -1.961 -0.6 0.0 -0.2 0.305
H 2.148 -0.139 -1.542 2.0 0.8 0.3 0.282
O -1.383 -0.395 -2.599 0.0 1.6 -1.7 -0.571
H -1.808 0.477 -2.575 0.6 0.4 -1.4 0.265
H -1.771 -0.594 -1.786 -0.4 -2.1 2.2 0.396
O 1.139 -1.452 1.120 2.3 0.2 1.1 -0.594
H 2.066 -1.085 1.034 -1.5 -0.5 0.0 0.284
H 1.183 -1.903 1.977 -0.2 0.2 -0.1 0.269
O 2.190 1.567 0.978 -2.4 -0.5 -1.3 -0.502
H 1.599 2.191 1.423 0.7 -0.2 0.2 0.293
H 3.057 1.569 1.299 1.8 0.6 1.1 0.264
O -0.172 -2.609 -0.795 -1.0 0.6 -0.7 -0.566
H 0.149 -3.484 -0.906 0.2 -1.4 -0.4 0.265
H 0.092 -2.395 0.089 0.4 0.1 0.7 0.364
O -0.570 0.918 2.156 -0.2 0.4 1.1 -0.483
H -0.344 1.239 3.052 0.1 -0.3 -0.6 0.262
H -1.532 0.895 2.208 -0.2 -0.1 -0.2 0.272
O -2.324 -0.282 -0.139 1.2 -1.7 1.5 -0.550
H -2.949 0.320 -0.439 -1.8 2.0 -0.8 0.280
H -2.846 -1.072 0.032 0.1 -0.3 0.1 0.251
```
Forces are in eV/Å.

As for the total energy: -773.65474 Eh. For the HOMO-LUMO gap, the calculation gives 10.3 eV. As for the largest force on an atom: 3.02 eV/Å. Its charge is +1. The energy above the lowest of the compared OMol25 structures with the same formula, charge and spin comes out at 28.14 kcal per mole.

***

4.
# H16O8

A cluster of 8 separate species, H16O8 in total in a non-equilibrium geometry (ωB97M-V with the def2-TZVPD basis set, the OMol25 dataset).

Structure (XYZ):
```
24
Properties=species:S:1:pos:R:3:forces:R:3:mulliken_charge:R:1
H 0.401 -1.657 0.619 0.2 -0.4 -0.1 0.303
H 0.814 -0.966 -0.670 0.1 0.0 0.1 0.291
H 3.105 -4.884 0.451 -0.1 0.1 0.0 0.314
H 2.953 -5.293 1.907 -0.1 0.1 0.0 0.313
H 1.108 2.505 0.843 -0.1 -0.4 -0.2 0.347
H 1.585 3.731 0.082 0.0 0.1 -0.3 0.259
H -0.234 0.558 1.421 0.5 -0.1 -0.3 0.271
H -0.452 1.392 0.170 0.0 0.4 0.0 0.385
H -2.782 -1.560 2.755 0.0 -0.6 -0.3 0.270
H -2.473 -0.862 1.440 -0.4 -0.4 -0.3 0.380
H -1.636 0.298 2.367 -0.1 0.1 0.6 0.270
H -2.775 -0.004 3.326 0.2 0.6 0.2 0.281
H -0.715 3.883 -2.920 -0.2 -0.1 0.1 0.303
H 0.025 3.209 -1.776 0.1 -0.1 0.4 0.322
H 0.802 0.259 -5.486 -0.1 0.0 0.0 0.319
H 0.659 -0.805 -4.410 -0.1 0.0 -0.1 0.315
O 0.873 -0.885 0.289 1.1 -4.0 -0.7 -0.601
O 2.508 -4.806 1.204 0.2 -0.1 0.0 -0.624
O 1.224 2.847 -0.051 1.0 1.9 -0.4 -0.570
O 0.243 0.995 0.708 -2.4 2.5 1.7 -0.662
O -2.361 -1.702 1.899 0.1 -0.2 -0.2 -0.633
O -2.186 0.705 3.046 -0.1 0.4 0.1 -0.603
O -0.863 3.426 -2.084 0.1 0.1 -0.3 -0.617
O 0.178 -0.384 -5.132 0.2 0.0 0.1 -0.634
```
Forces are in eV/Å.

As for the total energy: -611.39947 Eh. For the HOMO-LUMO gap, the calculation gives 9.6 eV. As for the largest force on an atom: 4.16 eV/Å. The energy above the lowest of the compared OMol25 structures with the same formula, charge and spin comes out at 114.92 kcal per mole. The structure (SMILES) is O.O.O.O.O.O.O.O.

***

Number 1 is which compound?
H16Mg3O28S5